# 1
Computed, not measured: a 8-piece molecular cluster, C36H61ClIN2O11 overall, with wB97M-V/def2-TZVPD.

```
! wB97M-V def2-TZVPD RIJCOSX def2/J DEFGRID3
* xyz 1 1
C -4.016 8.341 -7.368
O -4.686 7.207 -7.952
C -4.062 6.002 -7.433
C -4.817 5.523 -6.104
C -3.818 5.723 -4.897
C -4.107 4.745 -3.672
O -2.946 3.872 -3.527
C -2.683 3.561 -2.214
O -2.891 2.433 -1.853
C -2.116 4.532 -1.134
C -2.425 4.173 0.264
C -1.887 5.015 1.336
C -2.127 4.680 2.844
C -1.057 3.573 3.286
C 0.373 4.193 3.561
Cl 1.377 4.318 2.055
N -1.128 6.147 1.075
O -0.640 6.958 2.068
C -1.411 8.112 2.036
N -2.043 9.054 2.201
C -0.819 6.511 -0.234
C -1.291 5.740 -1.363
I -0.724 6.369 -3.322
H -3.941 8.181 -6.259
H -4.610 9.272 -7.574
H -2.962 8.459 -7.755
H -4.016 5.193 -8.207
H -2.993 6.301 -7.212
H -5.727 6.176 -6.001
H -5.180 4.466 -6.178
H -2.768 5.507 -5.242
H -3.794 6.770 -4.491
H -4.235 5.338 -2.715
H -5.065 4.180 -3.838
H -3.051 3.285 0.508
H -3.131 4.217 3.012
H -2.059 5.583 3.503
H -0.963 2.812 2.459
H -1.367 3.070 4.242
H 0.270 5.172 4.112
H 0.887 3.507 4.292
H -0.198 7.429 -0.391
C -3.397 0.540 -4.921
C -4.243 1.100 -6.033
O -5.044 1.996 -5.831
C -4.059 0.507 -7.403
H -3.635 1.060 -3.993
H -3.606 -0.520 -4.792
H -2.340 0.692 -5.148
H -4.298 -0.558 -7.383
H -3.030 0.656 -7.735
H -4.730 1.003 -8.106
C -2.619 -1.067 -0.797
C -2.783 -1.892 -2.048
O -2.441 -1.468 -3.132
C -3.387 -3.264 -1.897
H -2.174 -0.106 -1.054
H -3.594 -0.889 -0.338
H -1.960 -1.583 -0.096
H -4.395 -3.183 -1.487
H -2.763 -3.876 -1.243
H -3.444 -3.743 -2.875
C 3.185 0.829 1.574
C 3.145 0.178 2.934
O 2.089 -0.076 3.476
C 4.462 -0.141 3.589
H 2.166 1.000 1.227
H 3.701 1.789 1.638
H 3.693 0.176 0.862
H 5.034 0.776 3.740
H 5.027 -0.839 2.967
H 4.282 -0.604 4.558
C 4.416 -2.747 7.312
C 5.647 -1.889 7.193
O 5.631 -0.834 6.591
C 6.905 -2.392 7.854
H 3.587 -2.264 6.791
H 4.594 -3.718 6.856
H 4.146 -2.867 8.363
H 7.194 -3.352 7.421
H 6.745 -2.498 8.928
H 7.711 -1.677 7.689
C 1.937 -7.221 7.454
C 3.171 -6.364 7.335
O 3.151 -5.310 6.730
C 4.427 -6.867 7.994
H 1.110 -6.737 6.933
H 2.117 -8.196 6.998
H 1.668 -7.341 8.505
H 4.716 -7.829 7.561
H 4.267 -6.972 9.069
H 5.234 -6.152 7.828
C -1.029 -2.464 -7.671
C -0.782 -1.224 -8.490
O -1.189 -0.139 -8.129
C -0.013 -1.385 -9.775
H -1.593 -2.200 -6.775
H -1.609 -3.184 -8.251
H -0.077 -2.905 -7.368
H -0.549 -2.057 -10.448
H 0.983 -1.778 -9.566
H 0.089 -0.413 -10.259
C 5.313 -12.006 6.628
C 5.444 -10.527 6.377
O 5.648 -9.748 7.285
C 5.311 -10.052 4.953
H 5.431 -12.204 7.694
H 4.326 -12.351 6.314
H 6.091 -12.546 6.084
H 4.323 -10.311 4.565
H 6.088 -10.506 4.335
H 5.426 -8.968 4.921
*
```

Calculated values
Kohn-Sham gap ... 0.1947 Eh
Highest occupied orbital energy ... -10.446 eV
LUMO energy ... -5.15 eV

---

# 2
Computed, not measured: C16H22AlClF2N as an isolated structure, with wB97M-V/def2-TZVPD.

```
! wB97M-V def2-TZVPD RIJCOSX def2/J DEFGRID3
* xyz -1 1
C 2.338 0.907 -2.147
C 1.012 0.438 -1.527
Al -0.153 -0.448 -2.873
Cl 0.893 -2.400 -3.279
C -1.986 -0.995 -2.255
C -2.822 0.089 -1.582
N -2.480 1.425 -2.112
H 2.778 1.773 -1.635
H 3.083 0.108 -2.128
H 2.226 1.198 -3.197
H 0.475 1.285 -1.085
H 1.226 -0.249 -0.701
H -0.202 0.389 -4.273
H -1.872 -1.851 -1.578
H -2.529 -1.392 -3.123
H -2.616 0.123 -0.506
H -3.900 -0.115 -1.682
H -2.454 1.390 -3.128
H -3.184 2.114 -1.862
F 3.796 3.529 0.885
C 2.571 3.372 1.435
C 2.481 3.241 2.807
C 1.222 3.074 3.368
C 0.091 3.043 2.564
C 0.218 3.182 1.189
C 1.467 3.351 0.610
H 3.380 3.258 3.408
H 1.130 2.957 4.441
H -0.885 2.895 3.007
H -0.654 3.130 0.548
H 1.588 3.432 -0.462
F -1.690 -1.805 3.114
C -1.095 -2.669 2.251
C -1.128 -4.015 2.553
C -0.523 -4.896 1.666
C 0.094 -4.423 0.516
C 0.113 -3.061 0.244
C -0.490 -2.166 1.118
H -1.620 -4.352 3.456
H -0.541 -5.958 1.878
H 0.556 -5.111 -0.180
H 0.584 -2.697 -0.662
H -0.499 -1.102 0.918
*
```

Calculated values
Kohn-Sham gap ... 0.2862 Eh
Highest occupied orbital energy ... -4.863 eV
LUMO energy ... 2.93 eV

---

# 3
Computed, not measured: C7H8 as an isolated structure, with wB97M-V/def2-TZVPD.

```
! wB97M-V def2-TZVPD RIJCOSX def2/J DEFGRID3
* xyz 0 1
C 0.628 -0.011 2.446
C 1.146 -1.172 2.342
C 0.045 1.176 1.909
C 0.189 0.797 0.629
C 0.866 -0.554 0.805
C -0.143 1.420 -0.678
C -0.131 -1.887 0.068
H -0.338 2.039 2.412
H 1.847 -0.607 0.342
H 0.369 0.909 -1.491
H 0.149 2.470 -0.681
H -1.218 1.375 -0.858
H -1.043 -1.915 0.641
H 0.450 -2.785 0.174
H -0.294 -1.601 -0.959
*
```

Calculated values
Kohn-Sham gap ... 0.3536 Eh
Highest occupied orbital energy ... -8.784 eV
ΔE to the lowest compared entry with this formula, charge and spin ... 574.1 kJ/mol
LUMO energy ... 0.84 eV

---

# 4
Computed, not measured: C27H35N2OPd as an isolated structure, with wB97M-V/def2-TZVPD.

```
! wB97M-V def2-TZVPD RIJCOSX def2/J DEFGRID3
* xyz 1 5
C -0.544 1.399 -1.987
C 0.407 0.401 -2.321
C 1.649 0.717 -1.709
C 1.479 1.935 -0.959
C 0.104 2.379 -1.140
Pd 0.043 1.012 0.529
C 1.805 -0.219 2.862
C 0.528 0.376 2.663
H -0.407 -0.153 2.924
C 0.385 1.796 2.456
H 1.299 2.414 2.432
H -0.547 2.333 2.726
C 2.000 -1.314 3.954
H 1.147 -2.025 3.939
H 2.879 -1.954 3.732
H 2.088 -0.927 4.954
C 3.065 0.386 2.192
H 2.897 0.611 1.117
H 3.453 1.289 2.676
H 3.886 -0.361 2.175
C 0.105 -0.788 -3.155
H -0.846 -1.249 -2.845
H 0.010 -0.522 -4.216
H 0.887 -1.549 -3.070
C 2.912 -0.047 -1.829
H 2.729 -1.129 -1.805
H 3.426 0.179 -2.777
H 3.607 0.194 -1.015
C 2.538 2.796 -0.376
H 3.475 2.246 -0.248
H 2.750 3.664 -1.020
H 2.217 3.175 0.601
C -0.420 3.720 -0.777
H 0.106 4.099 0.106
H -0.291 4.445 -1.592
H -1.489 3.663 -0.540
C -1.918 1.524 -2.514
H -2.528 2.183 -1.885
H -1.909 1.954 -3.528
H -2.417 0.548 -2.577
C 0.844 -2.586 -0.215
C 1.459 -2.169 0.822
C 0.861 -3.593 -1.134
C 2.789 -2.752 0.720
H 1.553 -1.428 1.874
C 2.063 -4.177 -1.334
H -0.180 -3.932 -1.714
C 3.028 -3.670 -0.405
H 3.645 -2.464 1.411
H 2.357 -4.899 -2.019
H 4.116 -4.010 -0.446
N -5.945 -1.975 -0.612
C -4.586 -1.784 -0.674
O -3.849 -2.521 -1.321
C -4.057 -0.593 0.080
C -4.855 0.372 0.726
C -4.243 1.472 1.324
C -2.848 1.598 1.267
N -2.093 0.675 0.653
C -2.658 -0.404 0.076
H -6.323 -2.785 -1.082
H -6.581 -1.416 -0.071
H -5.941 0.272 0.754
H -4.804 2.253 1.836
H -2.329 2.444 1.725
H -1.983 -1.131 -0.395
*
```

Calculated values
Kohn-Sham gap (spin up / spin down) ... 0.2350 / 0.2227 Eh
Highest occupied orbital energy (spin up / spin down) ... -9.243 / -11.067 eV
ΔE to the lowest compared entry with this formula, charge and spin ... 0.0 kJ/mol
LUMO energy (spin up / spin down) ... -2.85 / -5.01 eV

---

| no. | E (eV) |
| --- | --- |
| 1 | -84433.9503 |
| 2 | -42997.0429 |
| 3 | -7382.7974 |
| 4 | -37061.1785 |